The following is a quantum chemistry calculation of a molecular structure, C13H25F2N2S5Sr, from OMol25.

Values from the calculation:
Lowest unoccupied orbital energy (eV): -2.370
Energy relative to the best compared isomer or geometry (same formula, charge and spin) (kJ/mol): 0.0
Gap between HOMO and LUMO (eV): 8.34
DFT total energy (a.u.): -2841.10453
E_HOMO (Eh): -0.3936

```
! RIJCOSX wB97M-V def2-TZVPD def2/J DEFGRID3
* xyz 1 1
Sr -0.57580 1.27245 0.21871
C -0.47646 -2.58199 0.61623
C 0.99119 -2.52486 0.19567
S 1.60058 -0.88435 -0.34848
C 2.94206 -0.57279 0.83982
C 2.53408 -0.30806 2.28306
S 1.65226 1.27148 2.47751
C 0.67516 0.95812 3.98164
C -0.58492 1.80931 4.07321
S -1.99817 1.45137 2.98955
C -2.54001 -0.22081 3.47494
C -2.43026 -1.25931 2.35683
S -0.66654 -1.44450 2.00636
H -0.71549 -3.60217 0.91705
H -1.12561 -2.28865 -0.20534
H 1.16173 -3.22448 -0.62058
H 1.63213 -2.83031 1.02442
H 3.49003 0.27885 0.43179
H 3.62470 -1.42274 0.80751
H 3.43336 -0.27487 2.89880
H 1.89499 -1.10424 2.66323
H 1.30175 1.19313 4.84229
H 0.44287 -0.10581 4.01826
H -0.36062 2.85724 3.85723
H -0.94220 1.79311 5.10385
H -3.57918 -0.13824 3.78885
H -1.95926 -0.53158 4.34465
H -2.96962 -0.93402 1.46489
H -2.85857 -2.20219 2.69576
F -1.34471 3.99518 -0.06162
C -1.84510 3.04813 -1.01045
F -2.81134 2.34530 -0.19613
H -2.44981 3.65450 -1.68718
C 0.16600 -1.82350 -4.34895
N 0.24019 -0.42150 -4.01736
C 1.03873 0.50739 -4.81509
C 0.85276 1.84898 -4.08335
N -0.18995 1.52628 -3.11345
C -0.47219 0.21924 -3.08750
S -1.58717 -0.48082 -2.01324
H 1.16345 -2.26511 -4.32140
H -0.25236 -1.95999 -5.34802
H -0.47499 -2.32064 -3.62600
H 0.66045 0.54146 -5.83912
H 2.07923 0.18342 -4.84573
H 0.52765 2.63837 -4.75808
H 1.76486 2.17819 -3.58401
H -0.65989 2.15606 -2.44104
*
```

The following is a quantum chemistry calculation of a molecular structure, C23H28N8O4PbS2Se2, from OMol25.

Values from the calculation:
Lowest unoccupied orbital energy (eV): -0.052
Energy relative to the best compared isomer or geometry (same formula, charge and spin) (kJ/mol): 0.0
Gap between HOMO and LUMO (eV): 7.59
DFT total energy (a.u.): -7424.41847
E_HOMO (Eh): -0.2810

```
! RIJCOSX wB97M-V def2-TZVPD def2/J DEFGRID3
* xyz 0 1
Pb -0.09200 0.16457 0.64903
C -2.32993 4.40463 -0.29946
C -1.71690 3.03599 -0.31962
N -0.81402 2.64576 0.50916
N -0.44299 3.53978 1.46712
C 0.59779 3.20831 2.19728
N 0.92451 4.12682 3.14402
S 1.63904 1.82491 2.11656
C -2.17038 2.07951 -1.35715
C -3.04330 2.47596 -2.36798
C -3.43276 1.55516 -3.32690
C -2.95440 0.25931 -3.25747
C -2.09634 -0.06196 -2.21745
N -1.71663 0.82236 -1.30102
H -1.98665 4.94930 0.57182
H -2.04648 4.96175 -1.19587
H -3.41918 4.33862 -0.28133
H 0.26673 4.86606 3.32476
H 1.58626 3.86834 3.85181
H -3.40854 3.49080 -2.41098
H -4.10477 1.85283 -4.12147
H -3.22684 -0.49167 -3.98496
H -1.68404 -1.05867 -2.11720
N 6.34528 -4.85526 -1.13766
C 5.04276 -4.40417 -1.30289
C 4.39962 -4.52618 -2.53613
C 3.08851 -4.11393 -2.68994
C 2.40027 -3.59027 -1.60902
C 3.02890 -3.45995 -0.37743
C 4.33961 -3.86238 -0.22167
S 0.73723 -3.04191 -1.78966
O -0.05004 -3.73255 -0.77267
O 0.33379 -3.24788 -3.15464
N 0.71865 -1.51099 -1.33514
C 1.53309 -0.58487 -1.86753
N 2.34974 -0.80442 -2.90997
C 3.11383 0.20992 -3.28409
C 3.10973 1.45455 -2.66818
C 2.24285 1.59713 -1.60144
N 1.46255 0.60013 -1.21426
H 6.89551 -4.92545 -1.97731
H 6.85467 -4.45565 -0.36719
H 4.93845 -4.94245 -3.37921
H 2.59089 -4.18257 -3.64765
H 2.49128 -3.02507 0.45733
H 4.82910 -3.75832 0.73954
H 3.77245 0.01828 -4.12584
H 3.75136 2.25811 -2.99485
H 2.16807 2.51228 -1.02376
O -0.77377 -5.28525 4.79958
C -1.48135 -4.96824 3.61020
C -1.09665 -3.55906 3.13460
C -2.01392 -3.28379 1.92326
O -1.53480 -2.31641 1.02070
C -1.32791 -2.58604 4.29452
Se -0.56801 -0.82585 3.93848
C 0.38033 -3.58147 2.70976
Se 1.32336 -1.88498 3.05503
H -0.94472 -6.20293 5.02732
H -2.56461 -5.00462 3.78220
H -1.24032 -5.68123 2.81427
H -2.99281 -2.95664 2.28628
H -2.16103 -4.23089 1.39071
H -1.03933 -2.78366 0.31448
H -0.87967 -2.97054 5.20679
H -2.39651 -2.43774 4.46253
H 0.46825 -3.80743 1.64660
H 0.91862 -4.32618 3.29081
*
```

The following is a quantum chemistry calculation of 2 unconnected molecules or ions with the total composition C6H16N2S in a non-equilibrium geometry, from OMol25.

Values from the calculation:
Lowest unoccupied orbital energy (spin up / spin down) (eV): -8.340 / -11.040
Gap between HOMO and LUMO (spin up / spin down) (eV): 9.06 / 7.80
DFT total energy (a.u.): -745.11518
E_HOMO (spin up / spin down) (Eh): -0.6393 / -0.6925

```
! RIJCOSX wB97M-V def2-TZVPD def2/J DEFGRID3
* xyz 2 3
C 0.58247 -0.17059 0.99035
C -0.01065 -0.50670 3.30529
C -1.51716 -1.11145 1.50530
C 0.51807 -0.71393 -2.33704
C -1.23306 0.85591 -1.67999
C 1.10086 1.53299 -1.64888
N -0.23544 -0.55424 1.87766
N 0.15448 0.51690 -1.71145
S 2.08402 0.62605 1.16092
H -0.64852 0.26620 3.74375
H 1.02587 -0.27884 3.54606
H -0.28779 -1.45801 3.75878
H -1.59899 -2.13417 1.87652
H -1.64007 -1.11589 0.42779
H -2.32020 -0.53372 1.96533
H 1.54875 -0.98765 -2.11442
H -0.15086 -1.52294 -2.04715
H 0.44350 -0.62143 -3.43064
H -1.85906 -0.03014 -1.60082
H -1.45743 1.55301 -0.87112
H -1.51836 1.36273 -2.61347
H 1.72551 1.42645 -0.70687
H 1.84198 1.47572 -2.45158
H 0.65088 2.52497 -1.59999
H 2.80121 -0.40121 0.65567
*
```

The following is a quantum chemistry calculation of C8H14N2O5S in the gas phase in a non-equilibrium geometry, from OMol25.

Values from the calculation:
Lowest unoccupied orbital energy (eV): 0.354
Energy relative to the best compared isomer or geometry (same formula, charge and spin) (kJ/mol): 46.0
Gap between HOMO and LUMO (eV): 9.81
DFT total energy (a.u.): -1197.19599
E_HOMO (Eh): -0.3476

```
! RIJCOSX wB97M-V def2-TZVPD def2/J DEFGRID3
* xyz 0 1
C -0.94945 -0.64370 -0.44808
C 0.07464 0.12417 0.32651
C -2.12194 -1.09064 0.35852
C -3.06181 0.00047 0.83121
C -3.84428 0.61993 -0.30232
C 2.48574 0.77833 0.50708
C 3.25742 1.81036 -0.32706
C 3.42030 -0.39172 0.93676
H -0.80122 -1.89779 -2.06957
H -0.32009 -2.48191 -0.62175
H -1.31583 0.08353 -1.13452
H -2.70016 -1.87423 -0.12084
H -1.75836 -1.59195 1.23414
H -2.48294 0.79792 1.30262
H -3.71112 -0.42738 1.57282
H -5.09369 1.98565 -0.59551
H 1.51533 -0.35793 -1.07028
H 2.12719 1.26510 1.38789
H 4.29521 0.14063 1.28839
H 2.99025 -0.94821 1.74876
H 2.86343 -2.26290 -0.45103
H 1.64353 2.22444 -1.15568
N -0.24282 -1.68556 -1.22036
N 1.30858 0.29003 -0.30543
O -0.14545 0.59666 1.43289
O -3.70751 0.35275 -1.46449
O -4.73095 1.47857 0.14439
O 4.40567 2.06699 -0.11615
O 2.59776 2.47108 -1.27293
S 4.00256 -1.43269 -0.39596
*
```

> The highest DFT total energy belongs to which entry?

C6H16N2S